1.
Density functional theory data (ωB97M-V/def2-TZVPD) for a cluster of 11 separate species, H22O11 in total.

Element x y z (Å)
O (-0.78, -0.71, 3.50)
H (0.01, -0.85, 2.97)
H (-0.70, -1.33, 4.22)
O (-0.45, -2.50, -2.25)
H (-0.83, -3.36, -2.06)
H (-0.75, -1.94, -1.54)
O (2.40, -0.61, -2.31)
H (2.59, -0.30, -1.42)
H (1.51, -0.31, -2.48)
O (1.46, 3.23, 2.08)
H (1.91, 2.79, 1.36)
H (0.88, 3.87, 1.65)
O (2.88, 1.53, 0.73)
H (3.34, 0.92, 1.31)
H (3.57, 1.93, 0.20)
O (0.33, -0.29, 0.34)
H (0.69, 0.58, 0.51)
H (-0.41, -0.13, -0.25)
O (2.28, -2.65, -0.02)
H (2.06, -2.34, 0.86)
H (1.47, -2.53, -0.52)
O (-2.63, 1.86, -1.04)
H (-1.81, 1.81, -1.53)
H (-2.54, 2.65, -0.50)
O (-0.20, 1.43, -2.18)
H (-0.06, 2.36, -1.97)
H (-0.08, 1.38, -3.13)
O (-3.90, 0.47, 0.85)
H (-3.70, 0.98, 0.07)
H (-3.09, 0.00, 1.04)
O (-2.04, -2.38, 0.31)
H (-2.01, -3.32, 0.17)
H (-1.41, -2.22, 1.02)

Its orbital gap is 9.8 eV. Its energy above the lowest of the compared OMol25 structures with the same formula, charge and spin is 46.9 kcal per mole.

Mulliken atomic charge list, values in e, 8 entries: -0.5991 0.2906 0.3005 -0.6152 0.2819 0.3222 -0.5855 0.3242

---

2.
Density functional theory data (ωB97M-V/def2-TZVPD) for a cluster of 11 separate species, H22O11 in total.

Element x y z (Å)
O (-0.30, -0.51, -0.60)
H (-0.73, -0.11, 0.16)
H (0.54, -0.04, -0.67)
O (-4.88, -2.68, -0.71)
H (-5.41, -1.89, -0.57)
H (-3.99, -2.34, -0.90)
O (3.49, -2.08, 1.48)
H (3.51, -1.32, 2.07)
H (2.80, -1.86, 0.84)
O (3.30, 1.91, -2.38)
H (3.18, 1.34, -1.62)
H (2.97, 2.77, -2.09)
O (5.15, 0.64, 1.86)
H (5.45, 0.27, 2.70)
H (4.21, 0.45, 1.84)
O (-2.45, 2.72, -2.38)
H (-3.39, 2.72, -2.55)
H (-2.29, 1.88, -1.93)
O (-1.53, 4.05, 0.86)
H (-1.59, 3.09, 0.79)
H (-0.64, 4.25, 0.55)
O (-3.31, 1.44, 2.76)
H (-3.17, 1.54, 3.71)
H (-2.74, 0.70, 2.53)
O (-3.71, -1.83, 1.05)
H (-4.59, -2.21, 0.94)
H (-3.71, -1.50, 1.96)
O (4.15, -1.05, -0.59)
H (4.91, -1.03, 0.00)
H (3.85, -1.97, -0.55)
O (0.15, -2.52, -1.69)
H (0.15, -1.98, -2.49)
H (0.04, -3.42, -2.01)

Its orbital gap is 10.5 eV. Its energy above the lowest of the compared OMol25 structures with the same formula, charge and spin is 91.1 kcal per mole.

Mulliken atomic charge list, values in e, 8 entries: -0.5792 0.2558 0.2977 -0.7324 0.3402 0.3772 -0.6329 0.2372

---

3.
Density functional theory data (ωB97M-V/def2-TZVPD) for a cluster of 11 separate species, H22O11 in total.

Element x y z (Å)
O (-0.07, -0.22, -0.04)
H (-0.83, -0.35, 0.53)
H (-0.38, -0.47, -0.92)
O (-2.97, -2.31, 0.37)
H (-2.07, -2.56, 0.63)
H (-3.51, -2.59, 1.11)
O (-4.12, 0.17, -3.71)
H (-3.76, -0.44, -3.05)
H (-3.42, 0.22, -4.38)
O (0.07, 1.94, 3.02)
H (1.02, 1.79, 3.03)
H (-0.02, 2.85, 2.70)
O (2.06, -1.35, 3.86)
H (2.74, -1.74, 4.43)
H (2.47, -0.54, 3.53)
O (3.35, -0.38, -1.11)
H (3.79, -0.15, -0.28)
H (4.02, -0.22, -1.79)
O (4.24, 1.56, -1.05)
H (3.53, 1.62, -0.40)
H (5.03, 1.48, -0.51)
O (-1.25, 2.55, -1.49)
H (-1.89, 1.93, -1.14)
H (-1.26, 3.29, -0.87)
O (1.48, -1.83, -0.72)
H (0.77, -2.26, -0.24)
H (1.80, -1.15, -0.11)
O (-5.17, -0.40, 2.54)
H (-5.77, -0.59, 1.81)
H (-4.84, 0.49, 2.34)
O (1.66, 0.18, -2.42)
H (1.49, -0.75, -2.27)
H (1.82, 0.24, -3.37)

Its orbital gap is 9.1 eV. Its energy above the lowest of the compared OMol25 structures with the same formula, charge and spin is 117.9 kcal per mole.

Mulliken atomic charge list, values in e, 8 entries: -0.5855 0.2660 0.3140 -0.6095 0.2920 0.3262 -0.6386 0.3104

---

4.
Density functional theory data (ωB97M-V/def2-TZVPD) for a cluster of 11 separate species, H22O11 in total.

Element x y z (Å)
O (0.23, -0.71, -1.46)
H (-0.26, -0.44, -0.65)
H (1.09, -0.55, -1.11)
O (-0.80, -3.17, -1.44)
H (0.09, -3.42, -1.53)
H (-0.73, -2.38, -0.86)
O (2.59, 0.23, 2.03)
H (3.04, 0.59, 1.21)
H (3.25, 0.07, 2.65)
O (2.16, -2.06, 2.72)
H (2.29, -2.23, 3.62)
H (2.78, -1.44, 2.36)
O (5.67, -0.91, -1.77)
H (5.22, -1.14, -2.57)
H (4.97, -0.82, -1.20)
O (-0.54, 4.17, -0.09)
H (0.20, 4.15, 0.48)
H (-0.53, 3.36, -0.70)
O (-2.05, -1.97, 1.00)
H (-2.72, -1.78, 0.31)
H (-1.42, -2.61, 0.68)
O (1.62, 3.69, -1.36)
H (1.97, 4.41, -1.92)
H (2.40, 3.14, -1.25)
O (-3.98, 1.79, -0.08)
H (-3.49, 2.24, 0.63)
H (-4.85, 2.07, -0.18)
O (-1.87, 1.19, 1.99)
H (-1.87, 0.27, 1.82)
H (-1.47, 1.57, 1.21)
O (-3.33, -2.29, -1.44)
H (-3.90, -3.01, -1.74)
H (-3.65, -1.63, -2.15)

Its orbital gap is 10.2 eV. Its energy above the lowest of the compared OMol25 structures with the same formula, charge and spin is 90.6 kcal per mole.

Mulliken atomic charge list, values in e, 8 entries: -0.6432 0.3123 0.2957 -0.5159 0.2564 0.2427 -0.6499 0.3141

---

5.
Density functional theory data (ωB97M-V/def2-TZVPD) for a cluster of 11 separate species, H23O11 in total.

Element x y z (Å)
O (0.17, -0.41, 0.10)
H (-0.11, -1.36, 0.19)
H (-0.06, -0.03, -0.79)
H (1.18, -0.41, 0.12)
O (0.69, -2.28, -2.11)
H (0.52, -3.18, -1.87)
H (-0.17, -1.85, -2.20)
O (-1.84, -0.65, -2.19)
H (-2.16, 0.04, -2.81)
H (-2.39, -1.43, -2.37)
O (2.15, 1.75, 2.50)
H (1.22, 1.46, 2.50)
H (2.55, 1.45, 1.67)
O (0.40, 3.34, -0.84)
H (0.97, 2.62, -1.20)
H (-0.33, 2.96, -0.35)
O (2.96, 0.02, 0.26)
H (3.54, 0.28, -0.44)
H (3.46, -0.69, 0.72)
O (-0.17, 0.48, 3.10)
H (-0.42, 1.13, 3.74)
H (-0.80, 0.62, 2.32)
O (0.93, 1.11, -2.05)
H (0.40, 1.39, -2.80)
H (1.80, 1.11, -2.40)
O (-0.58, -3.16, 0.50)
H (-0.91, -4.01, 0.17)
H (0.29, -3.34, 0.92)
O (-2.65, -0.81, 1.10)
H (-2.67, -1.60, 1.64)
H (-2.97, -1.22, 0.27)
O (-1.35, 2.09, 0.74)
H (-1.41, 2.79, 1.34)
H (-2.24, 1.81, 0.53)

Its orbital gap is 9.2 eV. As for the net charge: +1. Its energy above the lowest of the compared OMol25 structures with the same formula, charge and spin is 73.3 kcal per mole.

Mulliken atomic charge list, values in e, 8 entries: -0.1167 0.4970 0.2738 0.4325 -0.5716 0.3028 0.3319 -0.6025

---

6.
Density functional theory data (ωB97M-V/def2-TZVPD) for a cluster of 11 separate species, H23O11 in total.

Element x y z (Å)
O (1.73, -2.92, -0.73)
H (-1.85, 0.50, 2.83)
H (-0.55, -0.23, -1.07)
O (3.65, 0.38, -1.25)
H (2.18, -2.16, -0.46)
H (-2.52, 0.79, 1.32)
O (1.10, -0.24, -4.27)
H (-0.19, 1.78, -1.90)
H (-3.76, -0.93, 2.18)
O (0.97, 0.84, 3.31)
H (1.88, 1.15, 3.38)
H (-2.83, 1.42, -0.46)
O (-0.29, -1.07, -0.66)
H (-4.64, -0.22, 1.24)
H (3.89, -0.10, -2.05)
O (-0.92, -1.95, 1.67)
H (-0.17, -1.39, 1.86)
H (2.23, -3.70, -0.44)
O (-2.34, 0.10, 2.15)
H (0.69, -0.97, -4.25)
O (-3.45, 1.28, 0.13)
H (0.88, -0.02, -3.21)
H (4.61, 0.50, -1.07)
O (1.81, 2.48, 0.07)
H (-3.90, 0.46, -0.32)
H (2.33, 3.30, 0.36)
O (0.69, 1.49, -2.09)
H (2.67, 2.02, -0.06)
H (1.44, 2.14, -1.87)
O (-3.95, -0.89, 1.16)
H (0.74, 1.63, 2.79)
H (-1.67, -1.40, 1.81)
H (-0.84, -2.36, 0.74)
H (0.38, -1.71, -0.85)

Its orbital gap is 10.0 eV. As for the net charge: +1. Its energy above the lowest of the compared OMol25 structures with the same formula, charge and spin is 168.2 kcal per mole.

Mulliken atomic charge list, values in e, 8 entries: -0.6866 0.2593 0.1996 -0.6058 0.3167 0.4534 -0.5868 0.2500

---

7.
Density functional theory data (ωB97M-V/def2-TZVPD) for a structure of composition H24HeO12.

Element x y z (Å)
He (0.10, 0.28, 0.08)
O (-1.08, -1.21, -3.34)
H (-1.55, -1.28, -4.17)
H (-1.77, -1.04, -2.69)
O (-0.09, 3.49, 1.98)
H (0.54, 4.19, 1.80)
H (-0.19, 3.04, 1.15)
O (1.29, -2.11, -1.49)
H (1.75, -2.80, -1.98)
H (1.81, -1.32, -1.67)
O (-1.56, -1.99, -0.45)
H (-0.64, -2.16, -0.63)
H (-1.71, -1.10, -0.78)
O (2.36, -1.96, 1.03)
H (1.87, -1.25, 1.46)
H (2.00, -1.99, 0.14)
O (-3.35, 0.09, -1.73)
H (-4.05, -0.55, -1.81)
H (-3.57, 0.61, -0.95)
O (-0.98, 0.96, 4.28)
H (-0.71, 1.70, 4.83)
H (-0.26, 0.86, 3.65)
O (-0.98, 3.12, -0.61)
H (-0.54, 2.54, -1.23)
H (-1.87, 2.76, -0.54)
O (1.25, -0.01, 2.63)
H (1.79, 0.75, 2.43)
H (1.67, -0.40, 3.39)
O (0.10, 1.39, -2.44)
H (0.84, 1.22, -1.86)
H (-0.19, 0.52, -2.71)
O (2.73, 0.38, -1.38)
H (3.18, 0.08, -2.17)
H (3.40, 0.35, -0.70)
O (-0.48, -2.72, 2.36)
H (-0.94, -2.60, 1.53)
H (-0.18, -1.85, 2.60)

Its orbital gap is 10.0 eV. Its energy above the lowest of the compared OMol25 structures with the same formula, charge and spin is 25.5 kcal per mole.

Mulliken atomic charge list, values in e, 8 entries: 0.0224 -0.6100 0.2648 0.2692 -0.6130 0.3010 0.3447 -0.6407

---

8.
Density functional theory data (ωB97M-V/def2-TZVPD) for a structure of composition H24N5O26S6Zn2.

Element x y z (Å)
Zn (-0.23, -2.06, 1.53)
Zn (2.17, 2.29, 0.78)
N (-3.22, 0.84, 1.37)
H (-3.55, -0.06, 1.08)
H (-3.94, 1.55, 1.37)
H (-2.52, 1.02, 0.67)
H (-2.82, 0.63, 2.27)
N (2.47, 0.03, -2.86)
H (2.55, 0.40, -3.80)
H (1.62, 0.39, -2.45)
H (3.31, 0.13, -2.32)
H (2.43, -0.98, -2.96)
N (-1.24, 1.15, -3.84)
H (-0.58, 1.37, -4.57)
H (-0.67, 0.89, -3.04)
H (-1.87, 0.40, -4.09)
H (-1.72, 2.01, -3.60)
N (-0.25, -2.50, -2.24)
H (-0.18, -3.03, -1.38)
H (0.21, -1.60, -2.22)
H (-1.24, -2.38, -2.40)
H (0.06, -3.00, -3.06)
N (-2.15, 3.53, -0.52)
H (-2.42, 3.68, 0.45)
H (-2.06, 2.53, -0.60)
H (-1.24, 3.90, -0.74)
H (-2.92, 3.77, -1.13)
S (4.45, 0.07, -0.14)
O (3.66, 1.28, 0.00)
O (4.79, 0.08, -1.55)
O (5.61, 0.07, 0.77)
O (3.70, -1.16, 0.16)
S (0.67, -4.89, 0.03)
O (0.10, -5.18, -1.30)
O (2.12, -5.04, 0.02)
O (0.29, -3.49, 0.30)
O (0.09, -5.78, 1.01)
S (-0.17, 0.49, -0.58)
O (-1.48, 1.13, -0.50)
O (0.84, 1.39, -0.12)
O (-0.19, -0.75, 0.17)
O (0.14, 0.18, -1.95)
S (1.27, 4.61, 0.34)
O (0.97, 3.75, 1.48)
O (1.78, 5.88, 0.76)
O (2.30, 3.82, -0.32)
O (0.11, 4.76, -0.50)
S (-3.56, -2.59, 1.17)
O (-4.12, -2.52, 2.48)
O (-2.11, -2.53, 1.28)
O (-3.89, -3.85, 0.52)
O (-4.05, -1.43, 0.41)
S (-1.01, -0.08, 4.15)
O (-2.28, 0.44, 3.80)
O (-0.55, -0.78, 2.94)
O (-0.14, 1.03, 4.58)
O (-1.22, -1.03, 5.26)
O (1.79, 1.25, 2.52)
H (2.55, 0.98, 3.04)
H (1.05, 0.81, 2.92)
O (1.79, -1.83, 1.75)
H (2.46, -1.50, 1.14)
H (2.24, -2.49, 2.27)

Its orbital gap is 2.2 eV. As for the net charge: -3.

Mulliken atomic charge list, values in e, 8 entries: 0.0175 0.1238 0.1707 0.3121 0.3701 0.3023 0.2223 -0.1066

---

Listing F_max for the structures above in their given order: 0.8; 2.1; 3.8; 4.0; 2.6; 10.8; 1.0; 7.0 eV Å⁻¹.
Listing E_HOMO for the structures above in their given order: -10.29; -10.82; -9.23; -10.83; -12.73; -13.18; -10.21; 0.28 eV.
Listing calculated total energy for the structures above in their given order: -840.80534; -840.73489; -840.69228; -840.73580; -841.16533; -841.01415; -920.16845; -8192.32705 Eh.